The following is a quantum chemistry calculation of an isolated molecule of C2H3N3OS, from the Open Molecules 2025 dataset.

Last column: Löwdin charge in e.
Element x y z (Å)
1 C 1.025 0.105 0.735  -0.901
2 H -1.702 1.388 0.418  0.119
3 C -1.055 0.017 -0.913  -0.201
4 N 0.644 -1.133 0.119  0.003
5 H -1.790 0.290 -1.767  0.153
6 O 0.078 1.004 0.801  -0.086
7 N -1.263 0.474 0.479  0.089
8 N -0.137 -0.804 -1.147  0.072
9 S 2.609 0.331 1.306  0.606
10 H 1.591 -1.672 -0.032  0.145

SMILES: S=C1NN=CNO1
Gap between HOMO and LUMO, eV: 9.185
Energy relative to the best compared isomer or geometry (same formula, charge and spin), kJ/mol: 295.8
Charge: 0
Maximum force, eV/Å: 3.02

---

The following is a quantum chemistry calculation of an isolated molecule of C19H29NO4, from the Open Molecules 2025 dataset.

Last column: Löwdin charge in e.
Element x y z (Å)
1 H 2.624 -0.206 2.285  0.120
2 C -4.237 -0.191 0.016  -0.245
3 C 6.159 1.699 -0.192  -0.257
4 C 2.471 -0.719 1.349  0.009
5 H -2.773 0.340 1.319  0.118
6 H 6.769 -0.664 1.101  0.122
7 O -5.539 -2.146 0.572  0.120
8 C 6.128 0.273 -0.743  -0.181
9 C -5.362 1.455 1.588  -0.054
10 C 1.209 -1.075 0.935  -0.024
11 H -5.751 2.861 -0.558  0.110
12 H -6.481 1.258 -2.343  0.076
13 H -4.246 -0.519 -1.028  0.153
14 C 2.150 -2.043 -1.042  0.001
15 C 3.419 -1.688 -0.637  -0.005
16 H -5.472 0.664 2.325  0.075
17 C -1.820 -0.222 -0.390  -0.189
18 H 2.005 -2.564 -1.976  0.121
19 H -4.079 2.336 -0.784  0.108
20 H 5.319 1.830 0.493  0.107
21 H 7.454 3.076 0.842  0.070
22 H -2.371 -2.318 -0.405  0.123
23 C -5.458 1.623 -2.278  -0.097
24 H -5.359 2.484 -2.935  0.070
25 C -1.531 -1.708 -0.067  -0.102
26 H -4.251 -2.291 2.485  0.140
27 O -3.933 -1.525 1.984  0.097
28 H 0.372 -0.830 1.570  0.109
29 H 6.022 2.395 -1.023  0.106
30 H -6.298 0.402 -0.036  0.144
31 H 6.047 -1.790 -0.061  0.121
32 C 1.021 -1.742 -0.278  -0.158
33 H -1.413 -1.833 1.009  0.108
34 H 8.311 1.885 -0.137  0.073
35 C 5.976 -0.780 0.359  -0.192
36 H -4.794 0.845 -2.644  0.063
37 C -4.646 -1.392 0.852  -0.503
38 H 5.289 0.181 -1.437  0.104
39 H -6.197 2.142 1.701  0.081
40 C -5.340 0.890 0.169  -0.328
41 H 7.048 0.065 -1.292  0.118
42 C 7.460 2.036 0.525  -0.108
43 H -2.014 -0.128 -1.462  0.131
44 H 4.258 -1.944 -1.264  0.108
45 O 4.780 -0.626 1.098  -0.039
46 H -0.936 0.377 -0.154  0.119
47 H 7.595 1.416 1.407  0.065
48 O -0.388 -2.796 -1.840  0.086
49 N -2.933 0.359 0.318  -0.014
50 H -4.442 1.998 1.790  0.081
51 C -5.121 2.017 -0.845  -0.233
52 C -0.295 -2.155 -0.812  -0.369
53 C 3.597 -1.015 0.571  -0.258

SMILES: CCCCOc1ccc(C(=O)CCN[C@@H](C(=O)O)[C@@H](C)CC)cc1
Gap between HOMO and LUMO, eV: 9.252
Energy relative to the best compared isomer or geometry (same formula, charge and spin), kJ/mol: 9.5
Charge: 0
Maximum force, eV/Å: 0.62